Below is C13H21InN7O2S2 as an isolated structure at a distorted geometry, with properties calculated with the ωB97M-V functional and the def2-TZVPD basis.

* Kohn-Sham gap: 7.227 eV
* max |F|: 0.0292 Eh/bohr
* E_tot: -55194.064 eV
* energy relative to the best compared isomer or geometry (same formula, charge and spin): 13.4 kcal per mole

Geometry as ORCA input:
```
! RIJCOSX wB97M-V def2-TZVPD def2/J DEFGRID3
* xyz -1 1
In 1.11044 -0.47837 1.99800
C -2.09966 3.58553 2.02370
C -0.97226 3.83483 1.10790
N -0.27716 4.92173 0.96550
N 0.68044 4.61483 0.05700
C 0.60214 3.32643 -0.34920
S 1.55774 2.54633 -1.45240
N -0.48116 2.83743 0.31540
N -1.01476 1.56913 0.26680
H -2.54146 4.51563 2.36300
H -1.70346 3.03823 2.88060
H -2.84166 2.96203 1.52820
H 1.40224 5.27923 -0.16270
H -0.94866 1.16773 1.21280
H -0.44206 0.99553 -0.35400
N 3.08164 0.20463 0.52250
N 3.65364 -1.04567 0.21150
C 3.69814 -1.99537 1.28540
O 4.56504 -2.84677 1.21650
O 2.82264 -1.86867 2.19070
H 2.86524 0.73603 -0.32220
H 3.69184 0.77473 1.12100
H 4.55074 -1.01447 -0.27590
S 0.70254 1.49583 3.14990
C 0.65584 -1.84427 -3.51900
N -0.32996 -1.63527 -2.48490
C -0.84276 -0.28337 -2.53730
C 0.19564 -1.98297 -1.17540
C -0.88266 -2.07917 -0.12810
C -2.09956 -2.67137 -0.45500
C -3.10526 -2.80337 0.48360
C -2.88986 -2.36747 1.78020
C -1.66846 -1.80487 2.11460
C -0.66016 -1.64127 1.17160
H 0.21474 -1.59867 -4.48550
H 0.94214 -2.89427 -3.52320
H 1.56024 -1.23067 -3.37900
H -1.25866 -0.10497 -3.52990
H -0.06006 0.47053 -2.34840
H -1.63906 -0.16897 -1.80350
H 0.98294 -1.27757 -0.82820
H 0.66024 -2.97307 -1.26400
H -2.24706 -3.02957 -1.46420
H -4.04376 -3.27047 0.20900
H -3.66666 -2.47467 2.52680
H -1.48006 -1.49097 3.13990
*
```

The molecule's Löwdin atomic charges, reported in e, are given here: In 0.4873; C -0.0243; C -0.3759; N 0.1012; N 0.0134; C -0.8112; S 0.5915; N -0.1081; N 0.1132; H 0.0783; H 0.0393; H 0.0801; H 0.1428; H -0.0054; H 0.0251; N -0.0329; N -0.0348; C -0.7550; O 0.0177; O -0.1204; H -0.0112; H 0.1045; H 0.1281; S -0.1450; C -0.1131; N -0.2764; C -0.1067; C -0.1800; C -0.2641; C -0.0549; C -0.0994; C -0.1059; C -0.1493; C -0.1951; H 0.0777; H 0.0799; H 0.0889; H 0.0846; H 0.0261; H 0.0769; H 0.0997; H 0.1341; H 0.1074; H 0.0937; H 0.0934; H 0.0840

---

Below is one molecule with the formula C2H3NO3 at a distorted geometry, with properties calculated with the ωB97M-V functional and the def2-TZVPD basis.

* SMILES string: O=CN(O)C=O
* Kohn-Sham gap: 10.321 eV
* max |F|: 0.0990 Eh/bohr
* E_tot: -9751.878 eV
* energy relative to the best compared isomer or geometry (same formula, charge and spin): 97.1 kcal per mole

Geometry as ORCA input:
```
! RIJCOSX wB97M-V def2-TZVPD def2/J DEFGRID3
* xyz 0 1
O -1.19649 -1.56845 1.33705
C -0.25330 -0.82482 1.10330
N 0.15202 -0.03851 -0.02940
O 0.85885 1.14573 0.43534
C -0.49830 0.09047 -1.23028
O -1.39824 -0.62732 -1.63404
H 0.53162 -0.21383 1.83150
H 1.80247 1.05502 -0.13193
H 0.00138 0.98172 -1.68154
*
```

The molecule's Löwdin atomic charges, reported in e, are given here: O 0.0796; C -0.2265; N -0.1154; O -0.0717; C -0.2803; O 0.0821; H 0.1763; H 0.2131; H 0.1430

---

Below is one molecule with the formula C8H10NP at a distorted geometry, with properties calculated with the ωB97M-V functional and the def2-TZVPD basis.

* SMILES string: CP1C=c2[nH]ccc2=CC1
* Kohn-Sham gap: 7.838 eV
* max |F|: 0.0692 Eh/bohr
* E_tot: -19234.282 eV
* energy relative to the best compared isomer or geometry (same formula, charge and spin): 35.8 kcal per mole

Geometry as ORCA input:
```
! RIJCOSX wB97M-V def2-TZVPD def2/J DEFGRID3
* xyz 0 1
C 2.26984 0.48690 -1.14441
P 2.19926 0.35803 0.66730
C 0.43710 1.33315 0.74998
C -0.75503 0.81779 0.48639
N -2.03982 1.28877 0.42640
C -2.79317 0.35831 -0.22005
C -2.12851 -0.78237 -0.42272
C -0.81586 -0.56290 0.04712
C 0.17955 -1.40903 0.18167
C 1.36558 -1.28487 0.94454
H 3.03081 -0.19644 -1.60608
H 2.63154 1.41474 -1.47519
H 1.13786 0.43307 -1.43200
H 0.62091 2.31643 1.00677
H -2.12574 2.26126 0.60354
H -3.84276 0.44177 -0.57487
H -2.59037 -1.58841 -0.85884
H -0.01106 -2.38305 -0.11801
H 1.09955 -1.37032 2.05365
H 2.13031 -1.93282 0.68482
*
```

The molecule's Löwdin atomic charges, reported in e, are given here: C -0.3443; P 0.9201; C -0.1441; C -0.3161; N 0.0752; C -0.1106; C -0.0392; C -0.2439; C -0.1548; C -0.3941; H 0.0494; H -0.0029; H 0.0696; H 0.0112; H 0.1449; H 0.1331; H 0.0850; H 0.0986; H 0.1244; H 0.0385